No. 1
{"formula": "C4H13NO2", "method": "wB97M-V/def2-TZVPD", "symbols": ["N", "C", "C", "C", "C", "H", "H", "H", "H", "H", "H", "H", "H", "H", "H", "H", "O", "H", "H", "O"], "coordinates": [[2.212165, -0.788823, -0.210879], [1.620291, -0.720667, 1.129221], [0.282985, 0.008035, 0.923766], [0.661593, 1.068478, -0.131550], [2.046291, 0.582544, -0.674692], [1.684679, -1.437947, -0.789634], [1.552234, -1.686837, 1.619789], [2.269358, -0.066539, 1.705568], [-0.432900, -0.670441, 0.474036], [-0.139795, 0.414368, 1.842582], [-0.067048, 1.080846, -0.943770], [0.624836, 2.101481, 0.214450], [2.108958, 0.654403, -1.760974], [2.837775, 1.193711, -0.243738], [-2.929040, -1.480116, -1.958014], [-3.105612, -1.987520, -0.518619], [-2.546221, -1.427486, -1.066633], [-2.472167, 0.422507, -0.067733], [-3.192605, 1.757757, -0.054816], [-3.015769, 0.982250, 0.511649]], "forces_ev_per_angstrom": [[0.34, -0.15, 0.28], [-0.34, 0.12, -0.36], [0.35, 0.23, 0.02], [-0.31, 0.02, -0.51], [-0.62, 0.34, -0.12], [-0.01, 0.18, 0.07], [0.00, -0.12, -0.05], [0.19, -0.07, 0.33], [-0.21, -0.26, 0.12], [-0.01, 0.05, -0.08], [-0.06, -0.24, -0.10], [0.45, -0.06, 0.35], [0.07, -0.05, 0.06], [0.16, -0.01, -0.01], [0.17, 0.02, 0.45], [-0.03, 0.06, 0.02], [-0.04, -0.09, -0.53], [-0.27, -0.11, 0.24], [0.04, -0.46, 0.55], [0.13, 0.61, -0.73]], "homo_energy_ev": -8.8, "e_above_lowest_kcal_mol": 12.6, "orbital_gap_ha": 0.341}

No. 2
{"formula": "C4H13NO2", "method": "wB97M-V/def2-TZVPD", "symbols": ["C", "N", "C", "C", "C", "O", "H", "H", "H", "H", "H", "H", "H", "H", "H", "H", "H", "H", "H", "O"], "coordinates": [[-2.051281, 0.490335, -1.072212], [-1.307977, -0.519252, -0.281771], [-0.722863, 0.106324, 1.001987], [0.163796, -0.873419, 1.799803], [1.648801, -0.721202, 1.344703], [1.734126, -0.984201, -0.072911], [-2.285900, -0.084218, -1.985561], [-2.934248, 0.843711, -0.394498], [-1.471482, 1.349633, -1.511659], [-0.422630, -0.800831, -0.883796], [-0.141487, 1.031145, 0.786586], [-1.593582, 0.353814, 1.650210], [0.141889, -0.713946, 2.898197], [-0.180044, -1.873851, 1.781271], [2.166834, -1.465321, 1.961037], [1.946216, 0.278039, 1.578147], [1.882134, -1.894041, -0.123104], [1.127466, 2.096317, -3.542852], [1.209583, 1.236325, -2.297147], [1.090648, 2.144639, -2.636430]], "forces_ev_per_angstrom": [[-0.26, -0.23, 0.35], [3.36, 0.77, -0.02], [-1.04, -0.85, -0.34], [1.00, 1.69, 0.11], [-2.26, -1.60, 0.37], [0.21, 2.28, 0.97], [-1.01, 0.42, 0.43], [1.34, -0.55, -1.76], [-0.26, -0.35, 1.06], [-2.30, 0.66, 1.68], [-0.40, -0.38, 0.09], [0.41, 0.14, -0.62], [-0.04, 0.66, -0.47], [-0.37, -1.22, -0.82], [0.70, 0.28, -0.42], [0.56, 0.56, -0.18], [0.35, -2.23, -0.49], [0.15, -0.27, -3.28], [-0.03, 0.68, -0.30], [-0.10, -0.45, 3.64]], "homo_energy_ev": -8.8, "e_above_lowest_kcal_mol": 40.0, "orbital_gap_ha": 0.351}

No. 3
{"formula": "C4H13NO2", "method": "wB97M-V/def2-TZVPD", "symbols": ["C", "N", "C", "C", "C", "O", "H", "H", "H", "H", "H", "H", "H", "H", "H", "H", "H", "H", "H", "O"], "coordinates": [[0.476783, 0.220751, 2.198778], [0.387641, 1.264656, 1.202630], [0.904548, 0.888834, -0.130973], [-0.238213, 0.827274, -1.139651], [0.189976, 0.197591, -2.460160], [-1.268645, 0.005508, -0.519449], [0.139441, -0.728764, 1.756477], [1.530859, -0.028605, 2.361043], [-0.064988, 0.513840, 3.080404], [-0.411970, 1.880945, 1.139600], [1.491227, -0.028879, -0.034687], [1.706577, 1.616134, -0.324281], [-0.877706, 1.713565, -1.211678], [-0.647457, 0.059620, -3.141018], [0.793872, -0.698625, -2.285181], [0.915203, 0.813840, -2.994402], [-1.184849, -0.904408, -0.786139], [-0.561495, -2.317003, 0.991847], [-2.012398, -2.362438, 1.233372], [-1.268403, -2.933834, 1.063475]], "forces_ev_per_angstrom": [[0.12, -0.16, -1.55], [1.09, 0.21, -0.58], [0.13, 1.65, 1.35], [-0.62, -1.65, 0.37], [0.59, 0.83, -0.14], [-0.12, 0.02, 0.05], [-0.70, 0.00, 0.48], [0.02, 0.54, 0.64], [0.00, -0.25, 0.47], [-0.06, -0.67, 0.40], [-0.60, -0.42, -0.19], [-0.37, 0.12, -0.83], [1.15, 0.62, -0.42], [-0.02, -0.35, 0.12], [-0.63, -0.31, 0.10], [-0.12, 0.44, 0.05], [0.18, -0.57, -0.28], [1.08, 0.64, -0.04], [-0.57, 0.18, 0.15], [-0.57, -0.84, -0.14]], "homo_energy_ev": -8.3, "e_above_lowest_kcal_mol": 32.7, "orbital_gap_ha": 0.335}